Density functional theory data (wB97M-V/def2-TZVPD) for a 2-piece molecular cluster, C19H24NO2 overall at a distorted geometry.

- energy (Ha) = -943.3358
- HOMO level (eV) = -10.4
- total charge = +1
- 2S+1 = 1

XYZ file:
```
46
Properties=species:S:1:pos:R:3:forces:R:3
C -2.84458 1.95078 0.82758 0.1 1.4 0.2
N -2.44582 3.37638 0.84892 0.5 -0.2 -0.2
C -2.87180 4.08916 -0.36329 0.2 -0.5 0.6
C -2.87003 4.09899 2.05373 0.2 -0.7 -0.5
H -2.45818 1.44167 1.70865 0.0 0.0 0.1
H -3.92976 1.86056 0.81711 -0.4 -0.2 0.0
H -2.44096 1.46105 -0.05652 0.1 0.1 -0.1
H -2.48276 5.10599 -0.35998 0.0 0.0 0.1
H -2.49319 3.58378 -1.25037 0.0 -0.1 0.0
H -3.95865 4.12998 -0.42229 -0.4 0.1 -0.2
H -2.46837 5.11083 2.04873 0.0 0.0 -0.1
H -3.95682 4.15220 2.10606 -0.4 0.1 0.2
H -2.50296 3.59130 2.94445 0.0 0.0 0.0
C 2.29811 -0.13652 -6.08819 0.7 0.1 -0.3
O 0.94524 -0.14254 -5.69453 -1.1 -0.4 2.8
C 0.72489 -0.32913 -4.33201 0.0 0.0 -1.3
C -0.59562 -0.57324 -3.91492 -0.1 0.1 -0.5
C -0.89540 -0.83715 -2.60788 0.2 0.1 0.0
C 0.12069 -0.90507 -1.62640 0.1 0.1 0.3
C -0.21478 -1.28460 -0.30343 0.8 -0.1 -0.1
C 0.63951 -1.69102 0.75156 -0.2 0.0 -0.5
C 0.09451 -1.78973 2.05729 0.4 -0.1 0.3
C 0.90212 -2.11290 3.11215 0.4 0.0 0.1
C 2.28003 -2.36764 2.93234 -0.3 0.2 1.3
O 2.93853 -2.59137 4.13449 -0.7 0.2 -3.0
C 1.98498 -2.44609 5.19527 -0.3 0.2 1.0
C 0.60143 -2.22452 4.57036 -0.5 0.0 0.2
C 2.81102 -2.36052 1.63811 0.7 -0.2 0.6
C 2.00677 -2.04133 0.57539 -0.3 -0.1 0.2
C 1.42779 -0.54508 -2.03325 -0.2 0.0 0.0
C 1.72143 -0.27194 -3.34187 0.2 0.1 -0.5
H 2.32465 -0.09185 -7.17699 -0.1 0.0 0.2
H 2.80233 0.74346 -5.68645 0.1 0.0 -0.1
H 2.79014 -1.05421 -5.75827 0.1 0.1 0.0
H -1.37372 -0.54437 -4.65722 -0.2 0.0 -0.2
H -1.91700 -1.01271 -2.31523 -0.2 -0.1 0.0
H -1.26828 -1.27860 -0.07362 -0.3 0.0 0.1
H -0.94973 -1.58986 2.22612 -0.2 0.1 0.0
H 2.02407 -3.34670 5.81892 0.1 0.2 -0.2
H 2.29904 -1.59055 5.80766 0.0 -0.2 -0.2
H 0.11344 -1.31888 4.94305 0.1 -0.2 0.0
H -0.06934 -3.06687 4.76582 0.1 0.1 0.0
H 3.84553 -2.62358 1.50588 0.2 -0.1 -0.2
H 2.40226 -2.13362 -0.42071 0.1 0.0 0.0
H 2.19145 -0.41772 -1.28734 0.2 0.1 0.0
H 2.71775 0.02379 -3.61891 0.2 0.0 0.1
```
Forces are in eV/Å.

Density functional theory data (wB97M-V/def2-TZVPD) for a 3-piece molecular cluster, C19H25BF16N3O4P overall at a distorted geometry.

- energy (Ha) = -3168.3048
- HOMO level (eV) = -9.7
- 2S+1 = 1

XYZ file:
```
69
Properties=species:S:1:pos:R:3:forces:R:3
C -1.79413 3.14469 0.79933 0.2 0.1 -0.5
C -1.52547 1.85531 0.02313 -0.1 -0.1 0.1
C -0.80651 0.74996 0.83819 -0.4 0.1 -0.5
C 0.44862 0.15788 0.18024 -0.3 -0.6 0.1
N 1.72349 0.32218 0.89389 -0.2 0.0 -0.1
C 2.31963 1.65203 0.98889 0.7 1.0 -0.3
C 1.85418 2.60486 -0.04657 -0.4 0.3 -0.6
N 1.48971 3.34776 -0.85163 0.2 -0.4 0.5
B 2.00690 2.32727 2.43521 -0.1 0.0 0.4
C 2.95595 2.15683 3.66946 0.0 0.0 -0.2
O 0.88939 3.11976 2.53091 -0.1 -1.0 -0.4
C 3.87434 1.55957 0.76439 -0.5 -0.4 0.0
C 4.45391 0.47789 1.55631 0.0 -0.5 0.7
N 4.84109 -0.41456 2.17662 -0.1 0.5 -0.5
P 4.39653 1.29429 -1.00438 0.7 0.3 -0.1
O 5.42623 2.26400 -1.42688 -0.1 0.1 -0.1
H -2.13193 2.90828 1.80836 -0.1 0.1 0.1
H -0.89889 3.76479 0.84204 0.0 -0.1 0.2
H -2.55681 3.74216 0.29722 -0.1 -0.1 0.1
H -2.49053 1.46203 -0.30529 0.0 -0.1 0.0
H -0.96810 2.05781 -0.89258 0.0 0.1 0.1
H -1.52507 -0.06565 0.91585 0.1 -0.1 0.2
H -0.61445 1.06877 1.86181 0.2 0.0 0.0
H 0.30316 -0.92432 0.15773 0.2 0.0 0.0
H 0.50701 0.45252 -0.87417 0.1 0.3 0.1
H 2.38330 -0.31100 0.45823 0.1 -0.1 0.2
H 3.89907 2.66865 3.43937 0.0 0.0 0.0
H 3.22862 1.12585 3.88988 0.0 0.0 0.1
H 2.55382 2.65723 4.54986 0.0 -0.1 0.1
H 0.33914 2.83788 3.27230 0.2 0.7 0.3
H 4.32038 2.50970 1.06315 0.2 0.0 -0.2
H 4.84602 -0.03956 -1.01303 -0.2 -0.1 0.0
H 3.21308 1.26893 -1.76187 -0.1 -0.1 0.1
F -3.78968 -2.75159 1.74917 0.1 -0.2 0.0
C -3.73238 -1.91136 2.79951 -0.1 0.1 0.0
F -3.55889 -0.65833 2.31919 -0.1 0.0 0.0
C -2.54843 -2.23331 3.71683 0.3 -0.1 -0.1
F -1.38836 -2.02919 3.05906 -0.1 0.0 0.0
F -2.62623 -1.29801 4.71078 -0.1 0.0 0.1
C -2.52172 -3.59426 4.43095 -0.1 -0.2 0.6
O -1.68836 -4.60413 3.89572 0.1 0.4 -0.5
C -2.11643 -5.51866 2.97397 0.0 -0.1 0.3
F -3.43859 -5.44929 2.74805 0.0 0.2 -0.1
F -1.86357 -6.74643 3.48236 0.0 -0.1 0.0
C -1.30831 -5.42450 1.67418 0.1 0.0 -0.1
F -1.43131 -4.20066 1.12430 -0.1 0.0 0.0
F -1.78672 -6.33805 0.80144 0.0 0.0 0.0
H -4.67595 -1.95333 3.34990 0.0 0.0 0.0
H -2.06463 -3.37615 5.39488 0.0 0.0 0.0
H -3.52725 -3.95895 4.64181 -0.1 0.0 -0.2
H -0.25470 -5.62588 1.87555 0.0 0.0 0.0
F -0.82985 2.24565 -3.47335 0.0 -0.2 0.0
C -0.59798 2.95756 -4.59348 0.0 0.2 0.0
F -1.65417 3.77663 -4.79521 0.0 0.0 0.0
C -0.45781 2.04283 -5.81638 -0.2 -0.3 0.0
F -1.62083 1.40092 -6.04999 0.0 0.0 0.1
F -0.24060 2.89614 -6.86026 0.1 0.1 0.0
C 0.71328 1.04642 -5.85449 0.5 0.0 -0.3
O 0.44335 -0.30820 -5.53375 -0.5 0.2 0.2
C 0.54238 -0.79274 -4.26357 0.2 0.0 -0.3
F 1.06117 0.10718 -3.40525 -0.1 0.1 0.0
F 1.39676 -1.84303 -4.28993 0.1 0.0 0.0
C -0.79458 -1.34540 -3.75473 -0.1 0.1 0.1
F -1.74026 -0.38842 -3.76506 0.0 0.1 0.0
F -0.61101 -1.74348 -2.47570 -0.1 -0.1 0.1
H 0.30010 3.56651 -4.45926 0.0 0.0 0.0
H 0.99328 1.00629 -6.90568 0.0 0.0 0.0
H 1.58232 1.42761 -5.31836 -0.1 0.1 0.2
H -1.12570 -2.18416 -4.36914 0.1 0.0 0.0
```
Forces are in eV/Å.

Density functional theory data (wB97M-V/def2-TZVPD) for C19H25Br36NO5S as an isolated structure at a distorted geometry.

- energy (Ha) = -94232.2595
- HOMO level (eV) = -9.2
- 2S+1 = 1

XYZ file:
```
87
Properties=species:S:1:pos:R:3:forces:R:3
C -0.77349 -3.79870 -2.97058 0.5 0.0 -0.5
C 0.44473 -3.76729 -1.93657 0.1 -0.8 -0.1
C 1.92962 -3.60012 -2.51969 -1.7 1.6 -0.2
N 0.17337 -3.83957 -0.63736 0.1 3.7 -3.4
C 0.50072 -2.57930 0.07438 -1.8 -0.4 3.7
C -0.14639 -1.19190 -0.40487 0.9 0.8 -0.2
C 0.61344 -0.47187 -1.62202 -1.1 -1.0 -0.9
O 0.01866 0.84220 -1.89572 0.7 -1.0 1.1
C -0.27094 -2.81216 1.50088 -2.7 -1.7 -0.2
O 0.63361 -3.22469 2.58747 1.3 2.2 -3.2
S 1.99080 -2.24806 2.22702 0.3 0.7 3.7
O 1.56239 -0.93356 2.83958 1.5 -3.0 -2.8
O 3.21151 -2.86653 2.87471 -3.0 2.9 -5.1
O 1.89402 -2.36738 0.53472 0.3 0.2 1.9
H -1.34255 -2.80351 -2.82092 0.9 -1.6 0.1
H -0.43388 -3.77984 -4.07566 -0.4 -0.3 1.9
H -1.50312 -4.66196 -2.81960 1.0 1.2 0.0
H 2.33011 -2.62158 -2.04676 -0.9 -2.0 -0.7
H 1.82272 -3.37637 -3.64092 0.5 -0.5 1.6
H 2.61661 -4.48445 -2.31196 -1.1 1.2 -0.1
H -1.28462 -1.29996 -0.57523 1.9 0.0 -0.1
H -0.05751 -0.46997 0.49803 0.0 -1.3 -1.3
H 0.40788 -1.08459 -2.58212 0.4 1.1 1.4
H 1.74880 -0.43509 -1.51078 -1.5 0.2 0.2
H -0.03247 1.31616 -1.03752 0.0 -0.4 -0.7
H -1.01033 -1.98921 1.82184 1.8 -0.7 -0.3
H -0.97532 -3.70414 1.29257 1.4 1.3 0.5
C -4.73988 0.03798 -1.65146 -0.1 0.1 0.0
Br -3.65084 -1.09820 -2.78405 -0.1 0.3 0.2
Br -4.00882 0.18796 0.14041 0.0 0.0 -0.4
Br -5.04136 1.77615 -2.45689 0.2 -0.4 0.1
H -5.71248 -0.44395 -1.55925 0.3 0.1 0.0
C 2.76629 -3.93524 6.36900 0.0 -0.2 -0.2
Br 2.84226 -5.62551 7.32254 0.0 0.2 -0.1
Br 2.10496 -4.15278 4.55840 -0.5 -1.7 3.4
Br 1.75418 -2.60057 7.34806 0.1 -0.3 -0.2
H 3.78842 -3.56701 6.29357 -0.3 -0.1 0.1
C 2.58146 -7.04928 1.45050 0.0 0.0 0.2
Br 1.17870 -6.00153 0.61288 0.6 -0.5 0.3
Br 1.99140 -7.84411 3.11894 0.1 0.1 -0.3
Br 3.31094 -8.37661 0.23742 -0.1 0.2 0.2
H 3.39025 -6.36159 1.69390 -0.2 -0.2 -0.1
C 4.41441 0.93128 3.06878 -0.2 0.0 0.1
Br 5.54028 -0.21293 1.97884 -0.2 0.2 0.2
Br 5.11971 1.13624 4.86390 -0.1 0.0 -0.4
Br 4.09286 2.64536 2.21913 0.1 -0.4 0.2
H 3.44854 0.43455 3.16059 0.2 0.1 0.0
C 5.97252 -0.86014 -2.01846 0.2 0.2 0.2
Br 5.74985 1.04882 -1.77508 0.0 -0.3 -0.1
Br 4.30183 -1.80624 -1.75147 1.2 0.5 0.0
Br 6.78354 -1.28760 -3.72763 -0.2 0.1 0.3
H 6.66023 -1.20136 -1.24589 -0.2 0.1 -0.2
C -6.11430 -4.34753 -4.46991 -0.1 0.0 0.0
Br -4.34134 -5.02222 -4.87569 -0.3 0.2 0.1
Br -6.27682 -3.82032 -2.61056 0.0 -0.1 -0.3
Br -6.63332 -2.91672 -5.67165 0.2 -0.3 0.3
H -6.81183 -5.16788 -4.63065 0.2 0.2 0.1
C -7.43932 2.56526 1.56706 0.1 0.0 0.2
Br -5.71048 3.44055 1.49730 -0.4 -0.1 0.0
Br -8.89472 3.84508 1.63836 0.3 -0.3 -0.1
Br -7.66756 1.30029 0.11453 -0.2 0.3 0.3
H -7.47025 1.99616 2.49485 0.0 0.1 -0.3
C -10.89399 5.65749 4.38352 0.0 0.0 -0.1
Br -9.17084 5.69732 5.27300 -0.4 0.0 -0.1
Br -11.71678 3.90381 4.48472 0.1 0.3 0.0
Br -12.07679 7.04719 5.04026 0.2 -0.3 -0.1
H -10.71349 5.86458 3.32981 0.0 0.0 0.3
C 3.24977 4.84106 -1.43136 0.0 0.0 -0.1
Br 4.96449 4.92370 -0.52773 -0.3 0.0 -0.2
Br 2.45160 3.07889 -1.30277 0.1 0.3 -0.1
Br 2.04079 6.22665 -0.81416 0.2 -0.3 -0.1
H 3.43698 5.02933 -2.48761 -0.1 -0.1 0.3
C 8.98315 6.99809 -0.69170 0.1 0.1 0.0
Br 7.56919 8.03352 -1.52283 0.3 -0.2 0.2
Br 8.38207 6.13636 0.93884 0.1 0.1 -0.3
Br 9.77019 5.72869 -1.92897 -0.2 0.2 0.2
H 9.76813 7.69841 -0.41115 -0.2 -0.2 -0.1
C 0.25063 2.71114 -5.01468 -0.1 0.0 0.2
Br 1.85843 3.75676 -5.31161 -0.3 -0.2 0.0
Br -1.33058 3.61571 -5.68024 0.3 -0.2 0.1
Br 0.41402 0.91850 -5.73722 0.0 0.4 0.1
H 0.13039 2.60991 -3.93614 0.1 -0.1 -0.3
C -1.65515 4.90338 2.42690 0.1 0.1 0.1
Br -3.06111 5.95859 1.60530 0.3 -0.3 0.1
Br -2.26130 4.03972 4.05415 0.1 0.1 -0.4
Br -0.87266 3.63136 1.18870 -0.2 0.2 0.2
H -0.86480 5.59691 2.70969 -0.2 -0.2 -0.1
```
Forces are in eV/Å.